Formula: C20H52O18P4
Source: OMol25
Level of theory: ωB97M-V with the def2-TZVPD basis set

Output
Gap between HOMO and LUMO = 8.73 eV
Highest occupied orbital energy = -8.55 eV
Net charge = 0
Electronic energy = -3512.79882 Eh
LUMO = 0.182 eV
Multiplicity = 1

Structure (XYZ):
```
94
Properties=species:S:1:pos:R:3:forces:R:3:mulliken_charge:R:1
C 3.39871 -3.76644 -2.04929 0.7 -0.1 -1.2 -0.725
O 2.43301 -3.92874 -1.03970 -3.0 -0.8 1.3 -0.374
P 0.85360 -3.97256 -1.39476 0.1 -2.0 0.4 0.524
O 0.33367 -2.72451 -2.05818 -9.0 -9.2 5.9 0.188
O 0.73667 -5.38495 -2.23960 -0.9 2.0 -1.1 -0.464
C -0.13527 -5.35628 -3.43678 -0.3 -0.3 0.1 -0.636
O 0.22254 -4.41134 0.02682 0.8 -0.6 -1.8 -0.466
C -1.17174 -4.32407 0.15121 -1.8 -0.8 -0.6 -0.731
H 3.51271 -2.68798 -2.15911 1.0 -0.8 -0.1 0.299
H 3.01867 -4.19679 -2.97581 0.1 0.1 -0.2 0.312
H 4.30211 -4.34293 -1.85023 -0.1 0.3 0.7 0.379
H -1.01106 -5.99553 -3.32538 0.3 -0.4 0.6 0.311
H 0.38720 -5.70511 -4.32754 0.4 0.1 0.3 0.297
H -0.59984 -4.39483 -3.65569 0.6 0.4 0.3 0.221
H -1.53874 -5.32078 0.39609 0.0 0.0 0.0 0.396
H -1.65703 -4.00823 -0.77228 0.1 -0.1 -0.3 0.173
H -1.59823 -3.63175 0.87708 0.9 0.2 0.4 0.267
C 2.58137 0.37548 -6.52018 2.0 0.7 0.0 -0.736
O 2.15642 -0.06678 -5.23464 -0.5 -0.6 0.8 -0.249
P 3.16781 0.08021 -3.96431 2.4 0.1 0.1 0.712
O 4.63352 0.18861 -4.34078 -3.2 0.2 0.8 -0.790
O 2.93188 -1.24033 -3.05689 -0.3 2.6 -2.3 -0.443
C 1.58567 -1.80570 -2.95389 3.2 2.1 -2.6 0.177
O 2.60617 1.38810 -3.14146 2.7 -2.1 -1.5 -0.369
C 1.28531 1.64180 -2.83197 -1.2 0.5 0.2 0.267
H 1.91326 0.33358 -7.38039 -0.9 -0.3 0.9 0.245
H 3.45587 -0.19961 -6.82456 0.1 0.0 0.1 0.315
H 2.92608 1.39926 -6.37482 0.0 0.1 -0.5 0.309
H 1.64004 -2.89392 -2.98408 2.6 1.7 -2.0 0.112
H 0.92361 -1.57312 -3.78795 0.4 0.5 -0.3 0.470
H 1.07042 -1.55721 -2.02604 3.4 2.7 -1.5 0.194
H 1.00714 2.53722 -3.38779 -0.4 0.0 0.1 0.444
H 1.23441 1.78091 -1.75208 -0.2 0.5 -0.4 -0.335
H 0.63313 0.79571 -3.04849 -0.1 0.2 -0.3 0.076
C -1.44686 1.16839 1.71784 -0.4 -1.2 -0.7 -1.012
O -0.36117 1.11880 0.82828 1.8 -0.8 -1.7 -0.524
P 0.01987 -0.23776 0.04602 1.6 0.0 1.9 -0.183
O 1.15816 -0.14373 -0.93947 -4.3 0.1 1.3 -0.408
O -1.32875 -0.87768 -0.39716 0.9 -0.3 -0.5 -0.505
C -1.74129 -1.00887 -1.74077 -1.8 0.2 -0.3 -0.628
O 0.30051 -1.19727 1.37190 -4.0 0.0 -1.1 -0.626
C 0.84016 -2.46861 1.22320 0.5 -0.1 0.7 -0.141
H -1.77117 0.13198 1.81155 -0.4 0.2 0.4 0.703
H -2.26434 1.76079 1.30687 2.3 -0.3 -1.2 0.303
H -1.26852 1.59410 2.70530 0.7 -0.7 -0.3 0.560
H -2.03569 -2.04941 -1.87753 0.4 0.1 -0.3 0.102
H -1.07771 -0.62950 -2.51784 0.2 -0.2 0.4 0.211
H -2.67183 -0.44164 -1.71980 0.0 0.2 -0.9 0.431
H 1.72419 -2.62655 1.84099 0.2 0.5 0.2 -0.115
H 1.21076 -2.55739 0.20199 -0.2 0.1 0.7 -0.002
H 0.12996 -3.22091 1.56637 0.3 0.7 -0.2 0.642
C -7.02334 1.09759 3.11099 -0.3 0.3 -1.1 -0.755
O -5.95004 0.82049 2.16171 1.6 -0.6 1.3 -0.338
P -4.47142 0.33527 2.69937 -1.5 -0.2 1.0 0.859
O -4.41098 0.05772 4.16109 0.1 0.2 -2.0 -0.818
O -4.14547 -0.97009 1.75819 0.1 1.4 3.0 -0.318
C -4.19771 -0.82585 0.38440 0.8 1.0 -1.8 0.591
O -3.50979 1.53019 2.18208 -5.0 -0.8 1.8 -0.166
C -3.66431 2.91503 2.57119 0.0 0.6 -0.1 -0.748
H -7.25960 2.14314 2.91328 -0.3 0.0 0.2 0.253
H -6.84853 0.96970 4.17925 0.7 -0.3 -0.3 0.359
H -7.84055 0.45971 2.77428 -0.1 0.1 0.3 0.268
H -4.67453 -1.67012 -0.11354 -0.7 0.2 0.3 0.464
H -3.19757 -0.80004 -0.04824 -0.4 -0.1 0.8 -0.696
H -4.59305 0.17104 0.18944 -0.7 -0.4 -0.8 0.461
H -3.66200 3.56135 1.69350 0.3 -0.4 -0.4 0.247
H -2.78575 3.18229 3.15839 -0.3 0.0 0.2 0.244
H -4.59620 3.20857 3.05441 0.0 -0.8 0.4 0.495
C 1.28267 4.04654 2.59823 -1.1 -2.9 -0.7 0.308
C 1.27817 5.52449 2.67105 1.5 1.7 1.3 -0.760
C -0.08804 5.86149 3.19268 -0.4 -0.9 0.0 -0.532
O -0.91990 4.86568 2.57078 -0.7 1.2 -0.2 -0.430
C -0.23089 3.63320 2.67643 0.1 1.3 -0.9 0.245
H 1.79484 3.45004 3.35319 0.4 0.7 0.3 0.220
H 1.68792 3.63040 1.67590 -0.1 0.4 0.1 -0.232
H 1.59205 6.12739 1.81894 -0.4 -0.6 -0.6 0.313
H 2.01940 5.82153 3.41295 0.1 0.2 0.2 0.300
H -0.45516 6.87415 3.02577 -0.1 -0.2 -0.3 0.346
H -0.08015 5.65540 4.26298 -0.2 0.2 0.4 0.271
H -0.57040 3.02040 1.84139 0.6 0.7 0.1 -0.123
H -0.64012 3.16244 3.57031 0.8 -0.3 0.6 0.404
C 3.49050 -0.36778 2.12749 -1.1 0.4 -0.6 -0.768
C 2.27795 -0.10292 1.18063 2.3 0.6 1.7 0.690
C 2.45413 1.27118 0.66077 1.1 1.7 -1.0 0.134
O 3.11208 1.98435 1.72557 0.2 -0.8 -0.2 -0.496
C 3.94907 1.06195 2.45949 0.1 0.2 -0.6 -0.703
H 4.28390 -0.90598 1.60888 0.0 -0.1 0.0 0.317
H 3.08755 -0.99820 2.92015 0.5 0.3 0.4 0.338
H 1.36945 -0.00157 1.77430 1.9 0.3 0.7 0.476
H 2.12639 -0.89695 0.44944 1.4 0.7 0.8 -0.826
H 1.56817 1.83433 0.36745 -0.3 -0.1 1.2 0.142
H 2.88169 1.36552 -0.33743 1.7 -0.4 0.1 0.151
H 3.93879 1.38736 3.49973 -0.1 -0.2 0.1 0.405
H 4.96541 1.16348 2.07888 0.2 0.2 0.1 0.232
```
Positions in Å, forces in eV/Å.